Entry 1:
18
Properties=species:S:1:pos:R:3:forces:R:3:mulliken_charge:R:1 method="wB97M-V/def2-TZVPD" homo_lumo_gap_ev="12.1 / 6.8" spin_multiplicity=2 s2=0.756 e_tot_ev=-7312.569 largest_force_ev_per_a=4.5 total_charge=+1
C -1.0888 -0.7028 1.3465 -2.190 1.951 -0.168 -1.12
C -0.0587 0.3636 0.8770 3.866 0.749 1.733 -0.04
C -0.3104 1.9350 1.0904 -0.717 -0.171 0.463 -0.99
N 0.2033 0.3775 -0.6403 -2.881 -2.920 1.794 -0.09
C 1.0562 -0.6697 -1.1991 0.134 0.425 0.326 -0.36
N 1.0048 -0.9124 -2.5782 0.373 -0.723 -0.238 -0.49
H -0.7751 -1.6994 1.6127 0.882 -0.198 -0.497 0.39
H -1.6143 -0.3719 2.2917 0.648 0.132 -1.030 0.35
H -1.8952 -0.7586 0.5838 0.187 -0.248 0.455 0.30
H 0.8479 0.0821 1.4940 -0.267 0.326 -1.425 0.35
H -0.6249 2.1908 2.1877 0.828 -0.537 -2.103 0.33
H 0.4815 2.7601 0.6310 -2.039 -2.703 1.195 0.29
H -1.2343 1.8325 0.5031 -0.284 1.958 0.123 0.36
H -0.8324 0.4102 -0.9263 1.990 0.355 -0.865 0.41
H 2.0470 -0.3930 -0.8616 0.622 0.001 -0.090 0.40
H 0.8737 -1.6104 -0.5926 -0.433 0.613 0.025 0.34
H 0.1388 -1.3278 -2.8931 -0.166 0.116 -0.088 0.27
H 1.7811 -1.5056 -2.9268 -0.555 0.872 0.390 0.30

---

Entry 2:
18
Properties=species:S:1:pos:R:3:forces:R:3:mulliken_charge:R:1 method="wB97M-V/def2-TZVPD" homo_lumo_gap_ev=6.1 e_tot_ev=-7296.483 largest_force_ev_per_a=5.3 total_charge=+2
C 0.8617 -0.1550 -0.6544 0.662 -0.034 -2.016 -0.54
C 1.4783 -0.3088 0.6274 1.494 -0.887 1.925 -0.18
C 0.1636 -0.4710 1.4043 2.770 3.514 0.633 0.13
C -0.7866 -1.2191 0.8064 -1.753 0.038 -2.876 -0.64
N -0.2613 0.7514 2.2688 -3.911 -0.629 -3.584 -0.25
N -0.6776 0.4518 -2.7110 -3.566 -0.368 1.823 -0.84
H 1.1705 -0.5124 -1.7307 -0.564 -0.161 2.515 0.33
H 0.2592 0.7122 -0.7447 -0.846 0.474 -0.316 0.59
H 1.9320 -1.2971 0.6779 1.036 0.063 0.209 0.31
H 2.1732 0.6119 0.7373 -0.636 -1.581 0.793 0.40
H -1.0384 -2.1415 1.2182 0.846 -2.909 -0.712 0.35
H -1.2634 -0.8670 -0.1259 -2.247 0.783 1.796 0.33
H 0.4888 1.3612 2.2663 1.735 2.244 0.644 0.34
H -0.5251 0.4059 3.1728 0.166 -0.409 1.131 0.40
H -1.2010 1.2082 1.9080 1.983 -0.557 0.605 0.44
H -0.1138 0.4802 -3.4911 1.479 -0.082 -2.372 0.28
H -1.3910 -0.2998 -2.8537 0.965 0.609 -0.211 0.28
H -1.2692 1.2886 -2.7759 0.387 -0.107 0.011 0.28

---

Entry 3:
19
Properties=species:S:1:pos:R:3:forces:R:3:mulliken_charge:R:1 method="wB97M-V/def2-TZVPD" homo_lumo_gap_ev="6.9 / 6.4" e_tot_ev=-9363.263 largest_force_ev_per_a=2.2
C 1.2269 -0.2728 0.1249 0.914 0.026 0.478 -0.10
C 1.2059 1.2165 -0.0478 -0.559 0.026 0.206 -1.07
N 1.7264 -0.7426 1.3171 -0.937 0.067 -0.571 -0.49
H 1.4040 -0.2663 2.1477 -0.016 0.045 -0.041 0.27
H 1.7705 -1.7443 1.4331 0.086 0.033 -0.075 0.26
H 1.6202 -0.8304 -0.7230 -0.571 -0.055 0.061 0.47
H -0.6038 -0.2718 0.1094 0.024 -0.921 -2.053 0.36
H 1.0286 1.7258 0.8991 0.102 -0.145 0.084 0.32
H 2.1621 1.5583 -0.4549 -0.142 -0.088 -0.131 0.33
H 0.3643 1.4941 -0.6837 0.198 0.056 -0.259 0.35
N -1.6476 0.9015 1.3241 0.330 -0.174 0.467 -0.46
C -0.8323 -1.0731 -0.8252 0.280 0.357 0.769 -0.14
C -0.7448 -0.9676 -2.1559 0.769 -0.135 0.679 -0.68
O -2.0032 0.4863 0.0446 -0.099 0.473 0.128 -0.52
H -1.5123 1.9116 1.3149 -0.345 -0.084 0.191 0.18
H -2.3905 0.6355 1.9709 0.125 0.376 -0.070 0.18
H -1.4367 -1.8278 -0.3362 0.043 -0.081 -0.073 0.25
H -1.2846 -1.6383 -2.8115 -0.051 -0.073 0.172 0.26
H -0.0530 -0.2945 -2.6476 -0.151 0.296 0.037 0.23

---

Computed values of relative energy (zero: lowest compared OMol25 entry of this formula, charge and spin) (unit: kJ/mol) for the preceding records, in sequence: 180.9; 892.5; 765.2.